(1)
This record from the Open Molecules 2025 dataset describes a single C4H9NO molecule. The level of theory is ωB97M-V/def2-TZVPD.

Output
E_LUMO: 0.028 Eh
spin multiplicity: 1
Kohn-Sham gap: 9.90 eV
relative energy (zero: lowest compared OMol25 entry of this formula, charge and spin): 231.0 kJ/mol
electronic energy: -7829.92597 eV

Geometry (Å):
C  -0.029  0.402  0.077
C  -0.243  1.723  0.792
C  1.195  -0.438  0.387
C  -1.126  -1.191  -1.441
N  -1.069  0.007  -0.587
O  1.012  2.411  0.966
H  -0.629  1.518  1.807
H  -1.142  2.212  0.382
H  1.063  2.853  1.828
H  1.607  -0.091  1.354
H  0.967  -1.456  0.389
H  1.898  -0.283  -0.364
H  -0.493  -2.021  -1.106
H  -2.181  -1.665  -1.482
H  -1.029  -0.674  -2.391

---

(2)
This record from the Open Molecules 2025 dataset describes a molecular structure, C2H12BNO2Si2. The level of theory is ωB97M-V/def2-TZVPD.

Output
E_LUMO: 0.023 Eh
spin multiplicity: 1
Kohn-Sham gap: 9.21 eV
electronic energy: -24287.86278 eV

Geometry (Å):
C  -1.909  0.577  0.578
N  -1.647  -0.548  -0.317
C  -1.436  -0.151  -1.718
B  -0.611  -1.458  0.175
O  -0.850  -2.795  0.242
Si  1.260  -0.868  0.728
O  1.701  0.453  -0.193
Si  2.705  1.648  0.339
H  -2.573  1.289  0.089
H  -2.418  0.233  1.479
H  -1.000  1.123  0.873
H  -0.476  -0.505  -2.109
H  -2.224  -0.539  -2.366
H  -1.436  0.936  -1.812
H  -1.701  -3.007  -0.179
H  1.340  -0.467  2.162
H  2.260  -1.944  0.539
H  3.912  1.058  0.960
H  2.018  2.484  1.348
H  3.086  2.480  -0.817

---

(3)
This record from the Open Molecules 2025 dataset describes 11 unconnected molecules or ions with the total composition C44H88O31. The level of theory is ωB97M-V/def2-TZVPD.

Output
E_LUMO: 0.022 Eh
spin multiplicity: 1
Kohn-Sham gap: 10.20 eV
relative energy (zero: lowest compared OMol25 entry of this formula, charge and spin): 0.0 kJ/mol
electronic energy: -110528.43552 eV

Geometry (Å):
C  -7.478  -25.634  -7.238
C  -6.532  -25.347  -6.084
O  -6.702  -24.045  -5.557
C  -6.156  -23.043  -6.213
O  -5.628  -23.111  -7.293
O  -6.266  -21.966  -5.457
C  -5.836  -20.748  -6.034
H  -8.492  -25.495  -6.832
H  -7.511  -26.637  -7.656
H  -7.358  -24.913  -8.044
H  -5.511  -25.459  -6.470
H  -6.666  -26.044  -5.264
H  -5.829  -19.988  -5.259
H  -6.524  -20.418  -6.821
H  -4.849  -20.777  -6.500
C  -4.684  -19.237  -9.167
C  -4.127  -20.619  -9.412
O  -2.699  -20.585  -9.562
C  -2.005  -20.594  -8.428
O  -2.482  -20.704  -7.325
O  -0.738  -20.348  -8.697
C  0.146  -20.080  -7.620
H  -4.781  -18.632  -10.069
H  -4.000  -18.666  -8.532
H  -5.647  -19.266  -8.660
H  -4.527  -21.096  -10.304
H  -4.388  -21.291  -8.593
H  -0.290  -19.332  -6.965
H  1.089  -19.764  -8.065
H  0.448  -20.995  -7.104
C  0.859  -26.858  -6.889
C  -0.479  -27.367  -7.402
O  -0.541  -27.262  -8.829
C  -1.767  -27.326  -9.354
O  -2.787  -27.354  -8.715
O  -1.666  -27.455  -10.668
C  -2.870  -27.856  -11.334
H  0.812  -27.034  -5.810
H  0.918  -25.783  -7.040
H  1.681  -27.433  -7.306
H  -1.279  -26.833  -6.898
H  -0.558  -28.435  -7.181
H  -2.576  -28.088  -12.350
H  -3.602  -27.049  -11.307
H  -3.389  -28.679  -10.842
C  -9.640  -17.196  -7.854
C  -9.558  -17.623  -9.305
O  -8.526  -18.591  -9.485
C  -8.897  -19.864  -9.588
O  -10.016  -20.275  -9.704
O  -7.805  -20.614  -9.543
C  -7.981  -21.992  -9.846
H  -9.969  -17.992  -7.184
H  -10.347  -16.369  -7.801
H  -8.642  -16.938  -7.497
H  -9.337  -16.773  -9.947
H  -10.524  -18.003  -9.637
H  -8.556  -22.092  -10.763
H  -8.498  -22.495  -9.021
H  -7.034  -22.512  -9.890
C  -9.783  -24.682  -11.121
C  -10.362  -26.068  -11.266
O  -9.814  -26.797  -12.358
C  -10.659  -27.286  -13.269
O  -11.843  -27.115  -13.322
O  -9.944  -28.094  -14.048
C  -10.602  -28.869  -15.049
H  -10.417  -24.004  -10.554
H  -9.577  -24.294  -12.118
H  -8.818  -24.722  -10.608
H  -11.453  -26.043  -11.362
H  -10.317  -26.683  -10.360
H  -10.287  -29.886  -14.847
H  -10.147  -28.637  -16.021
H  -11.647  -28.651  -15.248
C  -0.208  -21.742  -17.514
C  -1.166  -22.848  -17.865
O  -1.768  -23.402  -16.687
C  -2.972  -22.950  -16.374
O  -3.567  -22.051  -16.900
O  -3.437  -23.677  -15.359
C  -4.683  -23.289  -14.816
H  0.578  -22.091  -16.847
H  -0.757  -20.954  -16.993
H  0.206  -21.283  -18.411
H  -0.714  -23.694  -18.385
H  -1.942  -22.522  -18.561
H  -5.087  -24.064  -14.167
H  -5.434  -23.123  -15.587
H  -4.571  -22.414  -14.172
C  -4.405  -30.157  -14.033
C  -5.822  -30.508  -14.336
O  -6.007  -30.299  -15.759
C  -7.231  -30.463  -16.227
O  -8.187  -30.767  -15.561
O  -7.243  -30.142  -17.511
C  -8.429  -30.408  -18.245
H  -4.212  -29.167  -14.451
H  -3.649  -30.742  -14.564
H  -4.268  -30.271  -12.960
H  -6.526  -29.828  -13.852
H  -6.149  -31.516  -14.084
H  -9.229  -29.694  -18.064
H  -8.827  -31.404  -18.043
H  -8.162  -30.359  -19.296
C  -8.802  -25.602  -23.435
C  -8.802  -26.629  -22.328
O  -8.972  -25.965  -21.088
C  -9.102  -26.711  -20.009
O  -9.134  -27.918  -19.985
O  -9.127  -25.925  -18.939
C  -9.582  -26.542  -17.748
H  -9.657  -24.921  -23.428
H  -8.792  -25.968  -24.461
H  -7.908  -24.975  -23.323
H  -7.923  -27.266  -22.396
H  -9.696  -27.245  -22.487
H  -9.960  -25.854  -17.003
H  -8.842  -27.256  -17.388
H  -10.471  -27.148  -17.973
C  -3.861  -24.079  -10.695
C  -5.161  -24.747  -10.307
O  -6.080  -24.627  -11.406
C  -6.265  -25.644  -12.227
O  -5.822  -26.761  -12.134
O  -7.089  -25.239  -13.193
C  -7.354  -26.077  -14.284
H  -3.171  -24.039  -9.852
H  -4.106  -23.055  -10.975
H  -3.366  -24.585  -11.523
H  -5.645  -24.252  -9.473
H  -4.995  -25.774  -9.973
H  -8.348  -25.789  -14.624
H  -7.247  -27.139  -14.095
H  -6.767  -25.831  -15.179
C  3.322  -23.590  -5.436
C  1.986  -23.026  -5.020
O  1.087  -23.172  -6.127
C  -0.147  -23.585  -5.842
O  -0.616  -23.815  -4.769
O  -0.803  -23.715  -6.998
C  -2.228  -23.783  -6.951
H  3.145  -24.626  -5.737
H  4.073  -23.485  -4.662
H  3.637  -23.135  -6.379
H  1.989  -21.960  -4.768
H  1.647  -23.478  -4.087
H  -2.558  -23.046  -7.672
H  -2.592  -23.438  -5.985
H  -2.650  -24.764  -7.163
C  -9.007  -23.412  -16.337
C  -9.397  -22.974  -14.930
C  -8.197  -22.150  -14.550
O  -7.904  -21.389  -15.707
C  -8.107  -22.248  -16.829
H  -9.857  -23.536  -17.009
H  -8.469  -24.357  -16.393
H  -9.698  -23.806  -14.290
H  -10.308  -22.371  -14.999
H  -7.377  -22.837  -14.278
H  -8.243  -21.496  -13.678
H  -7.167  -22.634  -17.227
H  -8.644  -21.671  -17.579

---

(4)
This record from the Open Molecules 2025 dataset describes a single C4H9F2N molecule. The level of theory is ωB97M-V/def2-TZVPD.

Output
E_LUMO: 0.036 Eh
spin multiplicity: 1
Kohn-Sham gap: 10.44 eV
relative energy (zero: lowest compared OMol25 entry of this formula, charge and spin): 150.9 kJ/mol
electronic energy: -11217.29836 eV

Geometry (Å):
C  0.644  1.311  -0.575
C  -0.667  -1.413  -0.477
C  -0.047  0.712  0.750
C  0.395  1.161  2.011
N  0.055  -0.952  0.696
F  1.713  1.073  2.171
F  0.044  2.412  2.216
H  1.656  0.983  -0.433
H  0.554  2.357  -0.670
H  0.251  0.847  -1.391
H  -0.289  -1.170  -1.444
H  -0.534  -2.624  -0.311
H  -1.731  -1.134  -0.542
H  -1.127  0.714  0.708
H  0.013  0.637  2.994
H  1.073  -1.226  0.504

---

(5)
This record from the Open Molecules 2025 dataset describes a molecular structure, C2FLiO2Sn. The level of theory is ωB97M-V/def2-TZVPD.

Output
E_LUMO (spin up / spin down): -0.185 / -0.241 Eh
spin multiplicity: 2
Kohn-Sham gap (spin up / spin down): 9.10 / 7.53 eV
total charge: +1
<S²>: 0.76
electronic energy: -14914.75983 eV

Geometry (Å):
Li  1.760  -0.083  1.574
Sn  -2.086  0.007  -1.135
O  -0.244  -0.208  -1.742
C  0.240  -0.167  -0.549
O  1.459  -0.103  -0.261
C  -0.801  0.245  0.413
F  -0.327  0.309  1.700

---

(6)
This record from the Open Molecules 2025 dataset describes 2 unconnected molecules or ions with the total composition C4H12. The level of theory is ωB97M-V/def2-TZVPD.

Output
E_LUMO: 0.042 Eh
spin multiplicity: 1
Kohn-Sham gap: 12.72 eV
relative energy (zero: lowest compared OMol25 entry of this formula, charge and spin): 62.0 kJ/mol
electronic energy: -4341.88524 eV

Geometry (Å):
C  0.140  2.099  0.812
C  0.898  1.999  -0.525
H  0.674  2.666  1.580
H  -0.878  2.468  0.779
H  0.220  1.084  1.199
H  0.241  1.808  -1.372
H  1.575  1.150  -0.459
H  1.526  2.842  -0.812
C  -0.369  -1.314  0.018
C  -0.835  -2.795  -0.328
H  -0.188  -0.813  -0.932
H  -1.024  -0.724  0.658
H  0.562  -1.259  0.577
H  -1.797  -2.905  0.146
H  -0.036  -3.417  0.059
H  -0.708  -2.891  -1.401

---

The lowest electronic energy belongs to which entry?
C44H88O31